# 1
{"formula": "C19H66NO18PS", "method": "ωB97M-V/def2-TZVPD", "symbols": ["C", "C", "O", "O", "C", "P", "N", "C", "C", "C", "S", "O", "O", "O", "H", "H", "H", "H", "H", "H", "H", "H", "H", "H", "H", "H", "H", "H", "C", "O", "H", "H", "H", "H", "C", "O", "H", "H", "H", "H", "C", "O", "H", "H", "H", "H", "C", "O", "H", "H", "H", "H", "C", "O", "H", "H", "H", "H", "C", "O", "H", "H", "H", "H", "C", "O", "H", "H", "H", "H", "C", "O", "H", "H", "H", "H", "C", "O", "H", "H", "H", "H", "C", "O", "H", "H", "H", "H", "C", "O", "H", "H", "H", "H", "C", "O", "H", "H", "H", "H", "C", "O", "H", "H", "H", "H"], "xyz": [[2.217, 3.412, 1.134], [2.079, 2.995, -0.297], [2.814, 3.349, -1.177], [1.022, 2.209, -0.632], [0.559, 1.232, 0.321], [-0.691, 0.191, -0.559], [-0.866, -1.008, 0.678], [-2.145, 1.260, -0.178], [-2.638, 1.232, 1.278], [-3.127, 2.558, 1.858], [-4.183, 3.580, 0.860], [-3.365, 4.394, 0.010], [-5.175, 4.153, 1.706], [-4.966, 2.557, -0.085], [1.535, 4.246, 1.314], [1.971, 2.626, 1.841], [3.246, 3.718, 1.304], [0.120, 1.719, 1.198], [1.391, 0.610, 0.653], [-1.834, -1.275, 0.810], [-0.363, -1.846, 0.408], [-2.947, 0.955, -0.855], [-1.835, 2.271, -0.464], [-3.441, 0.501, 1.359], [-1.835, 0.901, 1.939], [-2.283, 3.207, 2.095], [-3.691, 2.392, 2.775], [-4.487, 2.502, -0.924], [2.669, -0.327, 2.716], [3.536, 0.511, 1.955], [1.849, 0.299, 3.064], [2.257, -1.140, 2.112], [3.177, -0.744, 3.588], [4.264, -0.028, 1.631], [-2.913, -4.699, -0.307], [-2.191, -3.650, 0.335], [-2.735, -4.607, -1.375], [-2.568, -5.681, 0.025], [-3.986, -4.614, -0.116], [-2.333, -3.729, 1.283], [1.391, 1.138, -4.175], [2.401, 1.109, -3.183], [1.675, 0.431, -4.953], [0.419, 0.838, -3.771], [1.298, 2.131, -4.624], [2.158, 1.729, -2.481], [5.836, 4.165, -0.216], [5.821, 3.284, 0.902], [5.496, 5.147, 0.108], [6.843, 4.276, -0.624], [5.162, 3.811, -0.995], [6.093, 2.421, 0.564], [-2.177, -4.968, -4.631], [-2.399, -5.917, -3.596], [-2.291, -3.976, -4.201], [-1.167, -5.062, -5.039], [-2.907, -5.092, -5.436], [-2.296, -6.794, -3.981], [5.007, -0.816, -3.111], [4.057, -0.932, -2.062], [5.863, -1.439, -2.852], [4.593, -1.164, -4.062], [5.330, 0.221, -3.227], [3.320, -0.353, -2.313], [-5.827, -7.455, -1.059], [-4.579, -7.827, -0.493], [-6.602, -7.855, -0.409], [-5.943, -6.368, -1.113], [-5.961, -7.873, -2.060], [-3.883, -7.480, -1.059], [1.139, 3.294, 4.840], [0.209, 3.260, 3.762], [1.283, 2.268, 5.169], [2.108, 3.689, 4.523], [0.763, 3.887, 5.678], [0.075, 4.162, 3.456], [-5.480, 5.657, 4.659], [-5.536, 5.001, 5.922], [-4.801, 5.088, 4.032], [-6.456, 5.677, 4.168], [-5.103, 6.679, 4.755], [-6.141, 5.487, 6.488], [-1.764, -7.316, -7.620], [-2.002, -8.151, -6.492], [-1.871, -6.293, -7.268], [-0.753, -7.444, -8.016], [-2.490, -7.488, -8.418], [-1.915, -9.069, -6.763], [-5.850, -0.946, 1.340], [-5.178, -0.689, 0.114], [-5.278, -1.714, 1.859], [-5.898, -0.054, 1.972], [-6.864, -1.318, 1.178], [-5.671, -0.007, -0.352], [5.228, 1.944, 4.448], [4.214, 1.584, 5.387], [5.115, 1.280, 3.598], [5.106, 2.971, 4.094], [6.226, 1.825, 4.876], [4.295, 2.163, 6.150], [8.339, 1.754, -1.093], [7.023, 1.226, -1.210], [8.233, 2.834, -1.128], [8.797, 1.478, -0.140], [9.001, 1.452, -1.907], [7.060, 0.265, -1.193]], "lumo_ev": 0.4, "multiplicity": 1, "e_tot_ev": -79237.077, "homo_lumo_gap_ha": 0.32007}

# 2
{"formula": "C36H107N5O23", "method": "ωB97M-V/def2-TZVPD", "symbols": ["O", "H", "H", "O", "H", "H", "C", "C", "O", "O", "H", "H", "H", "H", "H", "H", "C", "C", "O", "O", "H", "H", "H", "H", "H", "H", "C", "C", "O", "O", "H", "H", "H", "H", "H", "H", "C", "C", "O", "O", "H", "H", "H", "H", "H", "H", "C", "C", "O", "O", "H", "H", "H", "H", "H", "H", "C", "C", "O", "O", "H", "H", "H", "H", "H", "H", "C", "C", "O", "O", "H", "H", "H", "H", "H", "H", "C", "C", "O", "O", "H", "H", "H", "H", "H", "H", "C", "C", "C", "O", "C", "N", "H", "H", "H", "H", "H", "H", "H", "H", "H", "H", "H", "C", "C", "C", "O", "C", "N", "H", "H", "H", "H", "H", "H", "H", "H", "H", "H", "H", "C", "C", "C", "O", "C", "N", "H", "H", "H", "H", "H", "H", "H", "H", "H", "H", "H", "C", "C", "C", "O", "C", "N", "H", "H", "H", "H", "H", "H", "H", "H", "H", "H", "H", "C", "C", "C", "O", "C", "N", "H", "H", "H", "H", "H", "H", "H", "H", "H", "H", "H"], "xyz": [[-0.302, 1.006, -4.254], [-0.287, 0.882, -3.306], [0.619, 1.100, -4.499], [2.307, 1.438, -4.137], [2.855, 1.304, -3.363], [2.493, 0.684, -4.697], [-3.728, -4.553, -1.812], [-2.959, -3.961, -0.540], [-2.137, -2.912, -1.034], [-4.903, -3.761, -2.126], [-4.068, -5.550, -1.532], [-3.048, -4.696, -2.652], [-2.312, -4.574, 0.088], [-3.823, -3.554, -0.015], [-2.752, -2.194, -1.202], [-5.566, -3.679, -1.436], [2.552, -1.733, -4.578], [3.619, -2.761, -4.249], [4.051, -3.613, -5.237], [3.242, -0.717, -5.181], [2.072, -1.504, -3.626], [1.826, -2.242, -5.212], [3.261, -3.395, -3.437], [4.586, -2.466, -3.842], [4.955, -3.891, -5.073], [3.888, -1.135, -5.755], [-4.722, 1.347, -3.453], [-6.226, 1.593, -3.041], [-7.043, 0.443, -3.288], [-4.431, 1.666, -4.795], [-4.386, 0.317, -3.339], [-4.094, 1.931, -2.780], [-6.540, 2.479, -3.593], [-6.168, 1.680, -1.956], [-7.832, 0.669, -2.791], [-4.879, 0.966, -5.276], [0.996, 0.067, 4.675], [0.430, 0.673, 5.946], [0.509, 2.092, 6.023], [0.219, 0.432, 3.575], [1.021, -1.011, 4.515], [2.011, 0.427, 4.508], [1.125, 0.283, 6.689], [-0.553, 0.317, 6.256], [-0.013, 2.446, 5.299], [0.384, -0.237, 2.908], [-3.584, 3.046, 2.493], [-4.269, 2.453, 1.284], [-4.949, 3.342, 0.505], [-4.649, 3.416, 3.361], [-2.919, 3.847, 2.169], [-3.008, 2.245, 2.957], [-5.079, 1.773, 1.546], [-3.597, 1.903, 0.626], [-5.698, 3.646, 1.024], [-4.791, 2.796, 4.081], [0.385, 3.856, 2.583], [1.869, 4.333, 2.591], [1.778, 5.728, 2.253], [-0.362, 4.354, 3.636], [0.381, 2.768, 2.650], [-0.046, 3.974, 1.588], [2.319, 3.825, 1.738], [2.479, 4.054, 3.450], [2.258, 6.217, 2.926], [-0.338, 5.311, 3.559], [0.239, -4.625, -3.828], [0.465, -5.053, -2.339], [1.234, -6.220, -2.061], [-0.429, -5.749, -4.365], [1.191, -4.614, -4.359], [-0.330, -3.704, -3.956], [-0.516, -5.209, -1.889], [0.907, -4.203, -1.819], [1.489, -6.176, -1.137], [0.212, -6.435, -4.164], [-3.258, -1.030, 4.007], [-4.005, -1.520, 2.735], [-3.219, -1.364, 1.584], [-3.979, -1.184, 5.255], [-3.131, 0.036, 3.815], [-2.209, -1.274, 4.173], [-4.991, -1.060, 2.671], [-4.267, -2.564, 2.907], [-3.753, -1.558, 0.811], [-4.547, -1.947, 5.127], [3.444, 4.168, -1.107], [2.910, 5.091, -2.111], [4.025, 5.361, -3.216], [5.300, 5.760, -2.735], [6.235, 6.170, -3.721], [1.763, 4.487, -2.744], [4.455, 4.497, -0.865], [3.381, 3.167, -1.533], [2.838, 4.011, -0.215], [2.449, 6.008, -1.745], [3.648, 6.135, -3.885], [4.123, 4.381, -3.683], [6.109, 5.539, -4.601], [7.209, 5.983, -3.268], [6.144, 7.201, -4.064], [1.934, 3.505, -2.902], [1.739, 4.917, -3.658], [-3.883, 5.818, -3.393], [-3.891, 5.740, -1.916], [-2.898, 6.674, -1.353], [-3.117, 6.668, 0.130], [-2.069, 7.327, 0.857], [-5.241, 6.090, -1.563], [-2.879, 5.523, -3.699], [-4.096, 6.850, -3.672], [-4.632, 5.189, -3.875], [-3.625, 4.712, -1.672], [-3.039, 7.616, -1.883], [-1.874, 6.445, -1.649], [-1.899, 8.242, 0.289], [-1.189, 6.685, 0.830], [-2.258, 7.605, 1.894], [-5.171, 6.376, -0.597], [-5.709, 5.195, -1.591], [0.303, -4.418, 2.521], [-0.073, -5.735, 1.694], [1.087, -6.697, 1.365], [2.035, -6.036, 0.563], [3.266, -6.629, 0.648], [-1.163, -6.408, 2.352], [-0.478, -3.663, 2.433], [1.215, -3.950, 2.149], [0.555, -4.625, 3.561], [-0.335, -5.306, 0.727], [0.815, -7.639, 0.888], [1.539, -6.891, 2.338], [3.130, -7.699, 0.804], [3.808, -6.119, 1.444], [3.834, -6.594, -0.282], [-1.862, -5.772, 2.708], [-1.676, -6.877, 1.620], [5.147, -5.938, 3.811], [5.554, -4.404, 3.722], [4.489, -3.615, 4.552], [4.493, -2.204, 4.291], [3.563, -1.982, 3.267], [6.921, -4.192, 4.169], [4.112, -6.048, 3.488], [5.374, -6.220, 4.839], [5.712, -6.549, 3.107], [5.559, -4.172, 2.657], [4.808, -3.876, 5.561], [3.505, -4.075, 4.641], [3.407, -0.933, 3.014], [2.572, -2.308, 3.582], [3.727, -2.379, 2.265], [7.140, -4.579, 5.076], [6.932, -3.228, 4.470], [1.328, -1.262, -0.700], [0.390, -0.452, 0.161], [-0.637, 0.250, -0.696], [-0.028, 1.332, -1.484], [-0.726, 2.584, -1.558], [-0.087, -1.208, 1.348], [0.736, -1.948, -1.307], [2.086, -1.789, -0.122], [1.819, -0.632, -1.441], [1.019, 0.328, 0.589], [-1.471, 0.529, -0.051], [-1.071, -0.445, -1.414], [-0.400, 3.186, -0.710], [-1.803, 2.515, -1.405], [-0.528, 3.032, -2.532], [-0.989, -0.820, 1.582], [-0.422, -2.112, 1.046]], "lumo_ev": -0.2, "multiplicity": 1, "e_tot_ev": -93598.268, "de_lowest_ev": 3.4612, "homo_lumo_gap_ha": 0.32082}

# 3
{"formula": "C5H8NO2", "method": "ωB97M-V/def2-TZVPD", "symbols": ["C", "C", "C", "C", "C", "N", "O", "O", "H", "H", "H", "H", "H", "H", "H", "H"], "xyz": [[-1.552, -0.490, -1.934], [-0.477, -1.105, -1.422], [-2.169, 0.696, -1.461], [0.317, -0.618, -0.362], [-0.421, 0.455, 0.530], [0.446, 1.471, 1.226], [-2.984, 1.535, -1.352], [-1.127, -0.059, 1.722], [-1.940, -0.866, -2.892], [-0.161, -1.928, -2.002], [0.272, -1.465, 0.322], [1.345, -0.570, -0.669], [-0.221, 2.019, 1.867], [0.880, 2.113, 0.647], [0.944, 0.825, 1.968], [-2.047, -0.083, 1.440]], "total_charge": 1, "lumo_ev": -4.8, "multiplicity": 1, "e_tot_ev": -10888.630, "de_lowest_ev": 3.8779, "homo_lumo_gap_ha": 0.26285}

# 4
{"formula": "C4H40N3O14", "method": "ωB97M-V/def2-TZVPD", "symbols": ["C", "C", "C", "N", "C", "N", "N", "H", "H", "H", "H", "H", "H", "H", "H", "H", "H", "H", "H", "H", "H", "O", "H", "H", "O", "H", "H", "O", "H", "H", "O", "H", "H", "O", "H", "H", "O", "H", "H", "O", "H", "H", "O", "H", "H", "O", "H", "H", "O", "H", "H", "O", "H", "H", "O", "H", "H", "O", "H", "H", "O"], "xyz": [[2.501, -1.119, 1.356], [1.368, -1.108, 0.312], [0.143, -0.347, 0.909], [-1.665, 1.309, 2.617], [-0.404, 1.572, 2.214], [0.437, 0.922, 1.477], [3.425, 0.042, 1.216], [3.138, -2.108, 1.277], [2.126, -1.127, 2.332], [1.110, -2.134, -0.002], [1.841, -0.662, -0.563], [-0.298, -1.066, 1.690], [-0.621, -0.348, 0.120], [-2.363, 2.004, 2.745], [-2.039, 0.524, 2.110], [-0.017, 2.568, 2.621], [3.017, 0.945, 0.893], [4.207, -0.251, 0.631], [3.847, 0.203, 2.208], [-4.246, -0.480, -1.495], [-2.812, 0.072, -1.228], [-3.457, -0.553, -0.981], [2.260, -0.099, 4.017], [1.920, 1.306, 3.399], [2.629, 0.680, 3.628], [-2.434, -2.470, 1.784], [-2.851, -1.095, 2.361], [-2.445, -1.939, 2.558], [4.144, 0.502, -1.862], [3.488, 1.429, -1.130], [4.389, 0.994, -1.017], [-0.840, -2.816, -2.960], [-0.652, -1.680, -1.904], [-1.317, -2.068, -2.509], [-0.400, 1.870, -3.366], [0.583, 2.064, -4.381], [0.505, 1.567, -3.539], [2.796, 0.847, -3.405], [2.337, -0.592, -3.503], [2.714, 0.017, -2.897], [-1.582, -0.410, -3.391], [-3.047, -0.294, -3.343], [-2.284, 0.196, -3.108], [-3.245, -3.464, -0.386], [-3.030, -2.044, -0.449], [-2.767, -2.799, 0.074], [-1.148, 3.778, -1.148], [-0.267, 4.132, -0.036], [-0.377, 3.425, -0.709], [-2.346, 2.319, -1.060], [-3.703, 2.547, -2.038], [-3.059, 2.830, -1.445], [-1.863, -0.283, 4.253], [-1.371, -1.706, 4.385], [-1.095, -0.805, 4.534], [-0.839, -3.653, -0.510], [0.371, -4.546, -0.494], [0.103, -3.685, -0.819], [1.449, 2.459, -1.369], [1.842, 2.332, 0.100], [2.194, 2.294, -0.771]], "total_charge": 1, "lumo_ev": -2.5, "multiplicity": 1, "e_tot_ev": -37925.877, "de_lowest_ev": 0.8852, "homo_lumo_gap_ha": 0.36480}